# 1
Computed, not measured: a single C8H8Cl3NOS molecule in a non-equilibrium geometry, with the ωB97M-V functional and the def2-TZVPD basis.

Output
E_HOMO: -9.198 eV
LUMO: -0.015 Eh
maximum force: 1.8 eV/Å
relative energy (zero: lowest compared OMol25 entry of this formula, charge and spin): 28.9 kJ/mol

```
! RIJCOSX wB97M-V def2-TZVPD def2/J DEFGRID3
* xyz 0 1
O 0.20 -1.61 2.11
Cl 3.89 3.93 1.77
Cl -1.32 0.62 3.23
Cl 3.66 0.96 0.69
N 1.57 3.43 3.04
C 0.50 2.69 3.34
C 2.46 2.96 2.14
C 0.21 1.40 2.80
C 2.33 1.61 1.66
C 1.21 0.85 1.96
S 0.99 -0.79 1.17
C -0.55 -0.62 -2.69
C -0.21 -0.42 -0.17
C -0.08 -1.33 -1.39
H -0.22 3.13 4.03
H 0.04 0.27 -2.94
H -1.65 -0.41 -2.62
H -0.44 -1.33 -3.53
H -1.23 -0.48 0.28
H -0.04 0.65 -0.49
H 0.96 -1.62 -1.53
H -0.65 -2.27 -1.24
*
```

***

# 2
Computed, not measured: 3 unconnected molecules or ions with the total composition C3H11NO3 in a non-equilibrium geometry, with the ωB97M-V functional and the def2-TZVPD basis.

Output
SMILES: C[C@@H](N)C=O.O.O
E_HOMO: -10.179 eV
LUMO: 0.015 Eh
maximum force: 8.9 eV/Å
relative energy (zero: lowest compared OMol25 entry of this formula, charge and spin): 331.3 kJ/mol

```
! RIJCOSX wB97M-V def2-TZVPD def2/J DEFGRID3
* xyz 0 1
C 0.61 0.12 -0.48
C -0.59 -0.57 -1.26
N -0.75 -2.02 -1.47
C -1.94 -0.16 -0.66
O -2.11 0.20 0.47
H 1.55 -0.23 -0.80
H 0.60 -0.38 0.53
H 0.49 1.08 -0.55
H -0.55 -0.16 -2.18
H -1.02 -2.36 -0.38
H 0.10 -2.58 -1.84
H -2.79 -0.13 -1.51
O 2.50 -0.01 2.52
H 2.93 0.56 1.96
H 1.88 -0.54 1.93
O -0.26 2.80 1.30
H 0.35 2.16 0.91
H -1.01 2.22 1.52
*
```

***

# 3
Computed, not measured: a gas-phase ion, C7H12N3O4S (charge -1) in a non-equilibrium geometry, with the ωB97M-V functional and the def2-TZVPD basis.

Output
SMILES: [H]/N=C(\N)N/C(CC)=C(\O)OS/C=C(/[O-])O
E_HOMO: -3.153 eV
LUMO: 0.103 Eh
maximum force: 3.5 eV/Å
relative energy (zero: lowest compared OMol25 entry of this formula, charge and spin): 0.0 kJ/mol

```
! RIJCOSX wB97M-V def2-TZVPD def2/J DEFGRID3
* xyz -1 1
H -2.00 2.21 2.71
N -1.43 1.83 1.92
C -2.05 1.24 0.94
N -3.36 1.34 0.48
N -1.27 0.46 0.14
C -0.16 -0.44 0.36
C -0.08 -1.31 -0.88
C -1.29 -2.24 -0.92
C 0.84 -0.40 1.33
O 0.76 0.46 2.37
O 1.74 -1.31 1.38
S 3.29 -1.14 0.11
C 3.39 0.51 -0.09
C 3.08 1.14 -1.33
O 3.12 2.33 -1.50
O 2.53 0.29 -2.28
H -3.96 2.11 0.93
H -3.73 1.03 -0.51
H -1.78 0.22 -0.73
H -0.21 -0.71 -1.84
H 0.78 -1.93 -0.84
H -1.16 -3.02 -0.11
H -1.56 -2.82 -1.84
H -2.18 -1.65 -0.57
H 0.06 1.17 2.13
H 3.91 1.26 0.55
H 2.73 -0.62 -1.92
*
```

***

# 4
Computed, not measured: a single C4H4O3 molecule in a non-equilibrium geometry, with the ωB97M-V functional and the def2-TZVPD basis.

Output
SMILES: CC(=O)C(=O)C=O
E_HOMO: -9.592 eV
LUMO: -0.022 Eh
maximum force: 1.2 eV/Å
relative energy (zero: lowest compared OMol25 entry of this formula, charge and spin): 205.3 kJ/mol

```
! RIJCOSX wB97M-V def2-TZVPD def2/J DEFGRID3
* xyz 0 1
C -0.20 -1.31 -1.28
C 0.15 -0.17 -0.36
O 0.20 0.94 -0.87
C 0.46 0.09 1.19
O 0.74 -0.57 2.14
C 0.09 1.58 1.22
O -1.07 1.68 1.54
H 0.48 -2.16 -1.24
H -0.17 -0.85 -2.28
H -1.22 -1.66 -1.10
H 0.75 2.42 0.97
*
```

***

# 5
Computed, not measured: 2 unconnected molecules or ions with the total composition C4H10O2S in a non-equilibrium geometry, with the ωB97M-V functional and the def2-TZVPD basis.

Output
E_HOMO (spin up / spin down): 0.591 / -4.552 eV
LUMO (spin up / spin down): 0.110 / 0.109 Eh
maximum force: 2.7 eV/Å
relative energy (zero: lowest compared OMol25 entry of this formula, charge and spin): 89.8 kJ/mol

```
! RIJCOSX wB97M-V def2-TZVPD def2/J DEFGRID3
* xyz -1 2
O 1.05 3.04 -0.08
C 1.56 1.87 0.01
C 0.62 0.76 0.35
C -0.82 1.16 0.23
C -1.86 -0.03 0.27
S -3.53 0.48 -0.22
H 2.71 1.53 0.02
H 0.74 -0.27 0.01
H 0.93 0.72 1.40
H -0.92 1.68 -0.72
H -1.08 1.86 1.08
H -1.58 -0.70 -0.58
H -1.85 -0.48 1.25
H -4.10 -0.54 0.52
H 3.31 -4.13 -1.54
H 2.22 -3.04 -1.07
O 2.60 -3.90 -0.94
*
```

***

# 6
Computed, not measured: a molecular structure, C15H15ClFeN7O4S3, with the ωB97M-V functional and the def2-TZVPD basis.

Output
E_HOMO (spin up / spin down): -13.871 / -13.859 eV
LUMO (spin up / spin down): -0.245 / -0.345 Eh
maximum force: 0.5 eV/Å

```
! RIJCOSX wB97M-V def2-TZVPD def2/J DEFGRID3
* xyz 2 2
Fe -0.43 0.52 0.49
N 0.48 3.31 -1.66
C 0.63 3.38 -0.35
N 0.38 2.42 0.52
C 0.74 2.82 1.79
C 1.21 4.11 1.90
S 1.27 4.85 0.38
C 0.64 1.86 2.82
C 0.87 2.03 4.19
S 0.61 0.59 5.02
C 0.23 -0.21 3.49
N 0.29 0.60 2.44
N -0.07 -1.48 3.44
H 0.07 2.46 -2.05
H 0.63 4.11 -2.25
H 1.54 4.63 2.79
H 1.14 2.94 4.70
H -0.18 -2.04 4.27
H -0.39 -1.86 2.54
C -3.49 -1.14 -3.07
N -2.16 -1.62 -2.67
C -1.70 -2.92 -2.80
C -0.47 -2.96 -2.27
N -0.18 -1.68 -1.81
C -1.24 -0.87 -2.06
S -1.43 0.76 -1.59
C 1.10 -1.27 -1.36
C 2.22 -1.86 -1.93
C 3.47 -1.51 -1.47
C 3.57 -0.57 -0.45
C 2.41 -0.02 0.04
N 1.18 -0.36 -0.38
H -3.90 -1.86 -3.77
H -3.39 -0.18 -3.56
H -4.12 -1.06 -2.19
H -2.31 -3.69 -3.24
H 0.21 -3.79 -2.14
H 2.10 -2.56 -2.74
H 4.35 -1.96 -1.90
H 4.52 -0.26 -0.06
H 2.45 0.72 0.82
O -2.97 -1.60 2.41
Cl -2.63 -0.89 1.24
O -2.47 0.54 1.47
O -3.52 -1.14 0.17
O -1.24 -1.32 0.83
*
```

***

# 7
Computed, not measured: 4 unconnected molecules or ions with the total composition C8H24O8 in a non-equilibrium geometry, with the ωB97M-V functional and the def2-TZVPD basis.

Output
SMILES: OCCO.OCCO.OCCO.OCCO
E_HOMO: -9.688 eV
LUMO: 0.014 Eh
maximum force: 7.8 eV/Å
relative energy (zero: lowest compared OMol25 entry of this formula, charge and spin): 541.7 kJ/mol

```
! RIJCOSX wB97M-V def2-TZVPD def2/J DEFGRID3
* xyz 0 1
O 51.93 9.18 52.10
C 51.18 8.16 51.64
C 49.82 8.80 51.31
O 48.86 7.99 50.74
H 51.86 9.86 51.54
H 51.53 7.48 50.91
H 51.14 7.42 52.58
H 50.10 9.60 50.63
H 49.45 9.33 52.08
H 48.70 8.26 49.82
O 48.57 3.37 51.97
C 49.57 4.17 52.27
C 49.90 4.29 53.84
O 51.07 4.95 54.13
H 48.49 3.05 51.16
H 50.52 3.68 51.85
H 49.56 5.03 51.47
H 49.96 3.36 54.30
H 48.91 4.62 54.38
H 51.27 5.14 54.96
O 54.76 8.09 56.40
C 54.88 9.28 57.18
C 53.75 9.44 58.18
O 53.89 10.71 58.73
H 54.02 8.42 55.83
H 55.92 9.26 57.57
H 54.86 10.13 56.43
H 53.77 8.70 58.90
H 52.86 9.48 57.55
H 53.07 11.03 58.95
O 50.90 10.69 55.59
C 50.35 9.54 55.28
C 51.34 8.30 55.51
O 52.50 8.41 54.80
H 51.85 10.43 55.70
H 49.66 9.50 55.96
H 49.87 9.29 54.39
H 50.79 7.29 55.40
H 51.68 8.02 56.50
H 52.20 8.54 53.80
*
```

***

# 8
Computed, not measured: 2 unconnected molecules or ions with the total composition C4H5Br2N in a non-equilibrium geometry, with the ωB97M-V functional and the def2-TZVPD basis.

Output
E_HOMO (spin up / spin down): -9.257 / -9.257 eV
LUMO (spin up / spin down): 0.003 / 0.003 Eh
maximum force: 5.0 eV/Å
relative energy (zero: lowest compared OMol25 entry of this formula, charge and spin): 165.5 kJ/mol

```
! RIJCOSX wB97M-V def2-TZVPD def2/J DEFGRID3
* xyz 0 1
C -0.91 0.57 1.45
C 0.74 -1.24 -0.19
C -1.07 1.07 0.15
C 0.65 0.11 -0.78
N -0.75 0.24 2.55
Br -2.59 0.37 -0.78
Br 2.07 1.28 -0.53
H 1.37 -1.15 0.78
H 1.33 -1.76 -0.82
H -0.14 -1.82 -0.17
H -0.91 2.07 0.05
H 0.19 0.25 -1.72
*
```

***

# 9
Computed, not measured: a gas-phase ion, C10H14N3 (charge +1) in a non-equilibrium geometry, with the ωB97M-V functional and the def2-TZVPD basis.

Output
SMILES: CC[N@@+]1(N)C=Cc2ccc(N)cc21
E_HOMO: -11.464 eV
LUMO: -0.113 Eh
maximum force: 6.5 eV/Å
relative energy (zero: lowest compared OMol25 entry of this formula, charge and spin): 294.9 kJ/mol

```
! RIJCOSX wB97M-V def2-TZVPD def2/J DEFGRID3
* xyz 1 1
C 1.82 0.65 1.78
C 1.83 1.19 0.42
N 1.22 0.18 -0.55
N 1.31 0.70 -1.82
C 1.87 -1.18 -0.36
C 0.96 -2.04 0.00
C -0.33 -1.36 0.13
C -1.61 -1.81 0.28
C -2.69 -0.89 0.17
C -2.50 0.45 -0.14
N -3.49 1.30 -0.26
C -1.16 0.86 -0.46
C -0.17 -0.03 -0.28
H 1.03 0.52 2.41
H 2.31 -0.40 1.67
H 2.78 1.10 2.22
H 2.80 1.09 0.04
H 1.41 2.21 0.31
H 2.17 0.44 -2.28
H 0.56 0.31 -2.50
H 2.96 -1.20 -0.45
H 1.15 -2.98 0.47
H -1.88 -2.76 0.64
H -3.72 -1.26 0.12
H -4.39 0.86 -0.18
H -3.46 2.26 -0.60
H -0.78 1.80 -0.78
*
```

***

# 10
Computed, not measured: a single C5H10O2 molecule in a non-equilibrium geometry, with the ωB97M-V functional and the def2-TZVPD basis.

Output
SMILES: COC[C@H]1C[C@H]1O
E_HOMO: -8.865 eV
LUMO: 0.037 Eh
maximum force: 1.9 eV/Å
relative energy (zero: lowest compared OMol25 entry of this formula, charge and spin): 371.4 kJ/mol

```
! RIJCOSX wB97M-V def2-TZVPD def2/J DEFGRID3
* xyz 0 1
C 0.15 -1.81 0.89
O 0.66 -0.42 1.31
C -0.31 0.65 1.18
C -0.73 0.88 -0.26
C 0.18 1.54 -1.28
C -0.02 0.07 -1.34
O 1.08 -0.69 -0.97
H -0.27 -2.13 1.82
H 1.00 -2.45 0.58
H -0.59 -1.91 0.07
H -1.17 0.37 1.80
H 0.10 1.58 1.62
H -1.79 1.08 -0.39
H -0.25 2.18 -2.04
H 1.18 1.83 -0.95
H -0.64 -0.36 -2.12
H 1.26 -0.39 -0.01
*
```

***

# 11
Computed, not measured: a single C6H9NO2Si molecule in a non-equilibrium geometry, with the ωB97M-V functional and the def2-TZVPD basis.

Output
SMILES: N[Si@H](O)Oc1ccccc1
E_HOMO: -8.555 eV
LUMO: 0.018 Eh
maximum force: 3.2 eV/Å
relative energy (zero: lowest compared OMol25 entry of this formula, charge and spin): 0.0 kJ/mol

```
! RIJCOSX wB97M-V def2-TZVPD def2/J DEFGRID3
* xyz 0 1
N -3.31 1.09 0.36
Si -2.30 -0.19 -0.28
O -2.47 -1.57 0.62
O -0.85 0.60 -0.12
C 0.44 0.31 -0.13
C 0.89 -0.94 -0.37
C 2.20 -1.22 -0.17
C 3.16 -0.30 0.06
C 2.72 1.03 0.25
C 1.39 1.29 0.17
H -4.14 0.74 0.74
H -3.61 1.67 -0.40
H -2.57 -0.51 -1.67
H -3.24 -1.47 1.25
H 0.18 -1.77 -0.60
H 2.74 -2.14 -0.29
H 4.15 -0.74 0.19
H 3.44 1.75 0.23
H 1.17 2.38 0.14
*
```

***

# 12
Computed, not measured: a gas-phase ion, C3H9N2S (charge -1) in a non-equilibrium geometry, with the ωB97M-V functional and the def2-TZVPD basis.

Output
SMILES: NC[C@@H](N)C[S-]
E_HOMO: -2.527 eV
LUMO: 0.146 Eh
maximum force: 2.1 eV/Å
relative energy (zero: lowest compared OMol25 entry of this formula, charge and spin): 50.4 kJ/mol

```
! RIJCOSX wB97M-V def2-TZVPD def2/J DEFGRID3
* xyz -1 1
N 1.63 -0.49 1.33
C 0.83 -0.89 0.15
C -0.39 0.05 0.19
N -0.10 1.53 0.32
C -1.28 -0.21 -1.03
S -2.78 0.82 -1.29
H 2.62 -0.67 1.40
H 1.38 0.47 1.57
H 1.49 -0.82 -0.73
H 0.54 -1.95 0.20
H -0.95 -0.20 1.09
H -1.09 1.80 0.23
H 0.30 1.84 -0.57
H -1.54 -1.27 -0.97
H -0.65 -0.02 -1.90
*
```